1.
One molecule with the formula C4H9NO2 in a non-equilibrium geometry. Source: the Open Molecules 2025 dataset; level of theory: ωB97M-V/def2-TZVPD.

The geometry in XYZ format:
```
16
C4H9NO2 ωB97M-V/def2-TZVPD
N 1.66057 -0.67217 -1.08713
C 0.58927 -0.75069 0.28645
O 0.77995 -1.78548 0.91256
C -0.86594 -0.44284 -0.48364
C -1.26326 0.89650 0.13842
C -0.33511 0.96556 1.34832
O 0.91453 0.51315 0.85884
H 0.84597 -0.50052 -1.66297
H 2.07222 -1.59051 -1.22467
H 2.33904 0.08193 -1.07999
H -1.50184 -1.27465 -0.18529
H -0.99860 -0.37340 -1.59046
H -1.03099 1.73108 -0.53621
H -2.31968 0.96637 0.41055
H -0.20511 1.96233 1.76632
H -0.68100 0.27333 2.12891
```

Kohn-Sham gap = 9.51 eV
Relative energy (zero: lowest compared OMol25 entry of this formula, charge and spin) = 2.4979 eV
Multiplicity = 1

2.
C16H31MnN7O2 as an isolated structure. Source: the Open Molecules 2025 dataset; level of theory: ωB97M-V/def2-TZVPD.

The geometry in XYZ format:
```
57
C16H31MnN7O2 ωB97M-V/def2-TZVPD
Mn -0.00128 -0.55586 -0.48320
C 3.20764 -1.40190 -1.05200
O 2.32651 -0.71221 -0.15711
C 2.76455 0.59656 0.20250
C 2.43088 1.59190 -0.89625
O 1.10669 1.28543 -1.33019
C 0.67383 2.10722 -2.41889
H 4.21222 -1.44404 -0.63136
H 3.24405 -0.91867 -2.03122
H 2.82296 -2.41423 -1.15695
H 3.83472 0.60350 0.41201
H 2.21843 0.85383 1.11253
H 3.12023 1.51229 -1.74126
H 2.47362 2.60919 -0.50093
H 0.67306 3.15881 -2.12618
H -0.33393 1.79600 -2.68385
H 1.33118 1.97656 -3.28019
C 0.93813 -2.60967 1.75313
N 0.68225 -3.44343 2.89935
C 0.46890 -2.58841 4.07124
N -0.67706 -1.69918 3.85947
C -0.42741 -0.86460 2.71330
N -0.20855 -1.67954 1.47096
C -1.43239 -2.53834 1.29188
N -1.68472 -3.36870 2.43916
C -0.52617 -4.23869 2.66552
C -1.86888 -2.51510 3.61825
H 1.09652 -3.24105 0.87434
H 1.83183 -2.01303 1.93297
H 1.36483 -1.99125 4.25046
H 0.28470 -3.21066 4.94557
H 0.46597 -0.26286 2.89544
H -1.28227 -0.20452 2.55054
H -1.28508 -3.17250 0.41354
H -2.29130 -1.88141 1.12623
H -0.37452 -4.87825 1.79391
H -0.71582 -4.86745 3.53369
H -2.05421 -3.14320 4.48800
H -2.73241 -1.86501 3.46545
N -0.94737 -2.77076 -4.09018
C -2.20422 -2.43499 -3.65898
C -2.03072 -1.82845 -2.45656
N -0.68036 -1.80740 -2.14801
C -0.06033 -2.37772 -3.16862
H -0.73166 -3.24072 -4.95585
H -3.09661 -2.64820 -4.22075
H -2.77920 -1.43966 -1.78710
H 1.00187 -2.53910 -3.24886
C -4.63562 2.62958 -0.08864
C -3.22940 2.86982 -0.66600
C -2.32377 1.77104 -0.42754
N -1.63144 0.87929 -0.22090
H -5.25280 3.49744 -0.30580
H -4.59646 2.50179 0.99144
H -5.10218 1.75264 -0.53289
H -2.79499 3.76918 -0.22328
H -3.28366 3.03080 -1.74548
```

Kohn-Sham gap (spin up / spin down) = 9.19 / 8.65 eV
Net charge = +2
Multiplicity = 6

3.
One molecule with the formula C4H5F4NO4S in a non-equilibrium geometry. Source: the Open Molecules 2025 dataset; level of theory: ωB97M-V/def2-TZVPD.

The geometry in XYZ format:
```
19
C4H5F4NO4S ωB97M-V/def2-TZVPD
N 0.01870 -2.00062 -0.00647
C 0.65232 -0.93618 0.72163
O 2.05416 -0.90460 0.39691
S 2.53448 0.43657 -0.31046
O 2.97223 0.17486 -1.60524
O 3.31461 1.27833 0.49383
O 1.07494 1.16763 -0.43875
C 0.19377 0.49817 0.43724
C -1.29025 0.81125 0.30985
F -1.48091 2.05491 0.72174
F -1.92766 -0.01142 1.17968
C -1.93010 0.55769 -1.07520
F -2.83361 1.52399 -1.30188
F -1.04541 0.57633 -2.06269
H -0.97176 -1.83849 -0.11668
H 0.14105 -2.84750 0.53296
H 0.56712 -1.13250 1.78767
H 0.43133 0.97850 1.39747
H -2.47502 -0.38693 -1.06160
```

Kohn-Sham gap = 11.43 eV
Relative energy (zero: lowest compared OMol25 entry of this formula, charge and spin) = 0.5368 eV
Multiplicity = 1

4.
C33H30IMgN2S as an isolated structure. Source: the Open Molecules 2025 dataset; level of theory: ωB97M-V/def2-TZVPD.

The geometry in XYZ format:
```
68
C33H30IMgN2S ωB97M-V/def2-TZVPD
Mg 1.56120 -0.24289 0.82615
I 2.81663 -2.95424 1.66449
C 1.00662 -3.43150 2.61676
C 0.92545 -4.67368 3.17908
C -0.25592 -5.07884 3.83085
C -1.31469 -4.22276 3.89995
C -1.24624 -2.92987 3.32356
C -2.35725 -2.05637 3.41397
C -2.28556 -0.80802 2.87295
C -1.10859 -0.39199 2.20755
C 0.01213 -1.18665 2.04923
C -0.06684 -2.48768 2.64950
H 1.76791 -5.35048 3.12524
H -0.30963 -6.06683 4.27105
H -2.23169 -4.51725 4.39913
H -3.25052 -2.40164 3.92341
H -3.13128 -0.13180 2.94675
H -1.11362 0.61619 1.79984
C -4.35111 1.64182 -3.23546
C -3.21233 0.92023 -2.51407
C -3.82565 -0.04810 -1.49239
C -2.40196 0.12451 -3.55050
C -2.26971 1.88743 -1.80146
C -2.38524 3.28198 -1.90298
C -1.48585 4.14443 -1.29312
C -0.44834 3.60007 -0.55149
S 0.87474 4.35463 0.29637
C 1.47663 2.77251 0.75399
N 0.73739 1.79250 0.33884
C -0.33455 2.21229 -0.41857
C -1.23323 1.36279 -1.04690
C 2.72036 2.52836 1.50333
C 3.49813 3.59214 1.96135
C 4.67725 3.33001 2.63662
C 5.05676 2.00689 2.84407
C 4.26134 0.96415 2.37896
C 3.06386 1.17127 1.68316
H -5.00194 0.90328 -3.70772
H -3.97748 2.30420 -4.01931
H -4.95939 2.23028 -2.54407
H -4.48749 -0.75575 -1.99811
H -4.40901 0.49789 -0.74706
H -3.06269 -0.62156 -0.96505
H -3.05114 -0.58044 -4.07716
H -1.59048 -0.44016 -3.08766
H -1.95554 0.79800 -4.28529
H -3.19012 3.71342 -2.48219
H -1.59564 5.21573 -1.40417
H -1.07988 0.29423 -0.94585
H 3.19266 4.62109 1.79342
H 5.29329 4.14451 2.99741
H 5.97961 1.79144 3.37299
H 4.59584 -0.05217 2.57272
C 3.47481 0.68904 -1.77941
C 2.51457 -0.41617 -2.09889
C 2.32194 -1.05778 -3.30576
C 1.26851 -1.98569 -3.09713
C 0.89460 -1.86903 -1.77263
C -0.16978 -2.65470 -1.07134
N 1.64490 -0.89599 -1.15447
H 4.07361 0.93659 -2.65734
H 4.15633 0.42971 -0.96321
H 2.94929 1.59841 -1.47064
H 2.87040 -0.87029 -4.21819
H 0.84440 -2.67460 -3.81511
H -0.39210 -3.56459 -1.63199
H -1.11712 -2.10891 -0.96281
H 0.12848 -2.94363 -0.06318
```

Kohn-Sham gap = 6.24 eV
Net charge = -1
Multiplicity = 1

5.
C5H7NO3 as an isolated structure in a non-equilibrium geometry. Source: the Open Molecules 2025 dataset; level of theory: ωB97M-V/def2-TZVPD.

The geometry in XYZ format:
```
16
C5H7NO3 ωB97M-V/def2-TZVPD
C 0.17939 0.02376 0.33994
C 0.61682 -1.40318 0.54506
C 0.22817 0.87452 1.58089
C 0.16458 0.42092 -1.61118
O 1.05936 0.68292 -0.72026
O 0.52148 -0.27662 -2.66616
C -1.64270 0.58412 -0.32779
O -1.10125 0.89736 -1.66947
N -2.65501 0.61937 0.26174
H -0.23161 -0.34218 -3.27661
H 0.70619 -1.96078 -0.38847
H 0.01324 1.92076 1.36621
H 1.58399 -1.45907 1.06064
H -0.12426 -1.90851 1.16874
H -0.53220 0.52051 2.27956
H 1.21382 0.80611 2.05716
```

Kohn-Sham gap = 7.77 eV
Relative energy (zero: lowest compared OMol25 entry of this formula, charge and spin) = 5.7756 eV
Multiplicity = 1

6.
A 2-piece molecular cluster, C2H8IN2 overall in a non-equilibrium geometry. Source: the Open Molecules 2025 dataset; level of theory: ωB97M-V/def2-TZVPD.

The geometry in XYZ format:
```
13
C2H8IN2 ωB97M-V/def2-TZVPD
C -0.89779 1.21964 -0.53649
C -1.00423 -0.09414 0.17274
N -1.05941 -1.31325 -0.32509
N 1.47043 -0.43851 0.85689
I -1.73060 0.01476 2.29629
H 0.07094 1.42709 -0.93927
H -1.23003 2.03554 0.14885
H -1.67155 1.26212 -1.34831
H -1.32583 -2.05012 0.30663
H -0.58389 -1.53965 -1.12835
H 1.69610 0.46561 0.40661
H 2.24309 -0.61635 1.55824
H 1.52282 -1.13648 0.08160
```

Kohn-Sham gap = 9.13 eV
Relative energy (zero: lowest compared OMol25 entry of this formula, charge and spin) = 1.2312 eV
Net charge = +1
Multiplicity = 1